No. 1
C30H21F6N6O8S3Ta | wB97M-V/def2-TZVPD

- E_HOMO: -14.3 eV
- Largest force on an atom: 0.197 eV/Å
- HOMO-LUMO gap: 0.27685 Ha
- Total charge: +2
- Relative energy (zero: lowest compared OMol25 entry of this formula, charge and spin): 1.33 kJ/mol

Structure (XYZ):
```
75
Properties=species:S:1:pos:R:3:mulliken_charge:R:1
Ta 0.4101 0.3071 0.3268 0.573
C 6.5913 1.3433 -4.6752 -1.480
C 5.7492 1.2238 -3.4423 0.821
C 6.2763 1.5146 -2.1851 -0.882
C 5.4983 1.4263 -1.0454 -0.521
C 4.1653 1.0447 -1.1780 0.292
C 3.6093 0.7407 -2.4219 -0.326
C 4.4085 0.8322 -3.5400 -1.136
S 3.2199 0.9240 0.2588 2.405
O 4.0348 1.1094 1.4098 -0.817
O 1.9804 1.7959 0.2049 -0.777
N 2.3360 -0.4260 0.2383 0.376
C 2.7165 -1.6939 -0.2321 -0.054
C 3.9239 -2.3058 -0.0602 -0.448
C 4.1390 -3.5753 -0.6425 -0.993
C 3.1566 -4.1920 -1.3626 -0.952
C 1.8979 -3.5659 -1.5438 0.576
C 0.8358 -4.1307 -2.2801 -0.743
C -0.3319 -3.4321 -2.4067 -1.400
C -0.4608 -2.1792 -1.7925 0.033
N 0.5033 -1.6134 -1.0810 0.485
C 1.6839 -2.3055 -0.9655 0.434
H 7.6528 1.3222 -4.4384 0.387
H 6.3794 2.2898 -5.1774 0.319
H 6.3716 0.5436 -5.3813 0.389
H 7.3130 1.8117 -2.0967 0.418
H 5.9097 1.6468 -0.0705 0.574
H 2.5754 0.4405 -2.5150 0.255
H 3.9938 0.5964 -4.5118 0.463
H 4.7082 -1.8269 0.5130 0.609
H 5.0955 -4.0603 -0.5066 0.480
H 3.3242 -5.1670 -1.8007 0.478
H 0.9572 -5.1037 -2.7395 0.523
H -1.1694 -3.8227 -2.9661 0.494
H -1.3913 -1.6432 -1.8900 0.571
C 2.0860 0.5083 4.5196 -1.322
C 1.7228 0.1025 3.2367 0.211
N 0.9739 0.8527 2.4392 1.150
C 0.5575 2.0683 2.8787 -0.014
C 0.8616 2.5402 4.1566 1.150
C 1.6497 1.7200 4.9851 -0.987
C 0.3782 3.8245 4.5685 -1.079
C -0.3511 4.5824 3.7256 -1.062
C -0.6526 4.1260 2.3999 0.777
C -1.3845 4.9046 1.4871 -0.628
C -1.6202 4.4150 0.2321 -1.217
C -1.1368 3.1518 -0.1096 -0.182
N -0.4487 2.3848 0.7258 0.547
C -0.2022 2.8718 1.9783 0.145
H 2.6981 -0.1450 5.1235 0.622
H 2.0400 -0.8551 2.8511 0.566
H 1.9073 2.0579 5.9810 0.538
H 0.6130 4.1716 5.5659 0.504
H -0.7181 5.5538 4.0290 0.479
H -1.7486 5.8801 1.7836 0.517
H -2.1735 4.9776 -0.5054 0.465
H -1.3346 2.7810 -1.1004 0.661
F -1.7346 -3.5409 0.9056 -0.162
C -2.3808 -2.4482 1.2431 0.601
F -2.8055 -1.8268 0.1492 -0.162
F -3.3898 -2.6977 2.0378 -0.166
S -1.1937 -1.2602 2.1110 1.347
O -1.4772 0.0897 1.5431 -0.890
O 0.1424 -1.5310 1.4675 -0.698
N -1.3065 -1.2992 3.5987 -0.497
S -1.4901 -2.6718 4.5127 0.984
O -2.5755 -2.4881 5.3975 -0.575
O -1.3403 -3.8149 3.6731 -0.567
C 0.0617 -2.5389 5.5020 0.733
F 0.0682 -1.4102 6.1962 -0.214
F 1.1156 -2.5451 4.6752 -0.208
F 0.1307 -3.5731 6.3096 -0.188
O -1.3225 0.3961 -1.0180 -0.321
N -0.7312 0.8322 -2.0425 -0.087
O 0.4627 1.0696 -1.7525 -0.200
```



No. 2
C5H9ClS | wB97M-V/def2-TZVPD

- E_HOMO (spin up / spin down): -8.5 / -8.4 eV
- Largest force on an atom: 4.025 eV/Å
- HOMO-LUMO gap (spin up / spin down): 0.28393 / 0.26576 Ha
- Relative energy (zero: lowest compared OMol25 entry of this formula, charge and spin): 341.48 kJ/mol

Structure (XYZ):
```
16
Properties=species:S:1:pos:R:3:mulliken_charge:R:1
C 0.7498 -0.5203 -0.0379 -0.222
C 1.6123 0.4483 -0.0168 0.821
C 0.5511 -1.9170 0.0409 -1.017
C 1.5401 1.9226 0.1595 -0.995
C -2.8079 -0.0271 -0.2093 -0.788
S -1.4913 0.7947 0.7945 -0.168
Cl 3.2435 -0.1784 -0.5215 -0.257
H 0.0155 -2.2103 -0.9099 0.278
H -0.0564 -2.1448 1.0019 0.241
H 1.5512 -2.4042 0.1206 0.394
H 0.9045 2.3686 -0.7177 0.245
H 0.8523 1.9792 1.0362 0.251
H 2.5385 2.2685 0.2443 0.382
H -3.6720 0.1364 0.4024 0.307
H -2.4789 -0.9984 -0.3445 0.226
H -3.0523 0.4823 -1.0426 0.301
```



No. 3
C4H10NO2P | wB97M-V/def2-TZVPD

- E_HOMO: -9.4 eV
- Largest force on an atom: 3.992 eV/Å
- HOMO-LUMO gap: 0.37837 Ha
- SMILES: C=C(C)CO[P@H](N)=O
- Relative energy (zero: lowest compared OMol25 entry of this formula, charge and spin): 146.08 kJ/mol

Structure (XYZ):
```
18
Properties=species:S:1:pos:R:3:mulliken_charge:R:1
C 0.7206 0.0513 1.3142 -0.908
C 1.1028 -0.0820 0.0623 1.054
C 2.4841 -0.4037 -0.2791 -1.285
C 0.1293 -0.1102 -1.0520 -0.578
O -1.1111 0.6149 -0.7575 -0.261
P -2.2762 -0.3107 -0.1583 0.607
N -3.3211 0.9226 0.1804 -0.485
O -1.9541 -1.2411 0.9055 -0.595
H -0.3034 0.2065 1.7310 0.206
H 1.5539 0.2703 2.0433 0.211
H 3.1277 -0.1246 0.6128 0.294
H 2.9200 0.3135 -1.0187 0.352
H 2.7766 -1.3693 -0.6548 0.286
H 0.8131 0.2842 -1.8408 0.279
H -0.2169 -1.0855 -1.5782 0.264
H -2.7106 -0.8239 -1.4192 0.052
H -3.6458 1.3282 -0.7178 0.259
H -4.0157 0.6598 0.8216 0.248
```



No. 4
C5H5FNO2P | wB97M-V/def2-TZVPD

- E_HOMO: -9.4 eV
- Largest force on an atom: 1.206 eV/Å
- HOMO-LUMO gap: 0.34457 Ha
- SMILES: O=P(=O)N1C=CC=C[C@H]1F
- Relative energy (zero: lowest compared OMol25 entry of this formula, charge and spin): 51.86 kJ/mol

Structure (XYZ):
```
15
Properties=species:S:1:pos:R:3:mulliken_charge:R:1
O 0.3099 2.5909 2.0510 -0.590
P 0.2248 1.1440 2.0732 0.800
O 0.1357 0.2567 3.2139 -0.583
N 0.2763 0.4067 0.6113 0.212
C 0.0817 1.2085 -0.4980 -0.336
C -0.3542 0.6756 -1.6427 -0.491
C -0.6138 -0.7434 -1.6914 -0.060
C -0.2924 -1.5449 -0.6700 -0.725
C 0.3807 -1.0090 0.5546 0.267
F 1.7489 -1.3559 0.5751 -0.335
H 0.2516 2.2546 -0.3088 0.394
H -0.5503 1.2907 -2.5038 0.386
H -1.1077 -1.1311 -2.5666 0.391
H -0.4892 -2.6029 -0.6844 0.338
H -0.0019 -1.4404 1.4869 0.331
```



No. 5
C20H24ClN3OS2 | wB97M-V/def2-TZVPD

- E_HOMO: -8.0 eV
- Largest force on an atom: 0.907 eV/Å
- HOMO-LUMO gap: 0.31395 Ha
- SMILES: COCCNC(=S)N(CCc1c(C)[nH]c2ccc(Cl)cc12)Cc1cccs1
- Relative energy (zero: lowest compared OMol25 entry of this formula, charge and spin): 0.00 kJ/mol

Structure (XYZ):
```
51
Properties=species:S:1:pos:R:3:mulliken_charge:R:1
C -3.5720 -0.9877 -2.2137 -0.628
O -3.0976 -2.0744 -1.4441 -0.276
C -4.0451 -2.6192 -0.5568 -0.554
C -4.3794 -1.6857 0.6199 -0.971
N -3.1747 -1.0834 1.1315 -0.106
C -2.9581 0.2534 1.1371 0.697
S -4.2323 1.3069 0.9519 -0.434
N -1.6951 0.6867 1.3628 0.235
C -0.5419 -0.1889 1.3061 -1.509
C -0.2096 -0.6469 -0.1281 1.485
C 0.9565 -1.5748 -0.1208 -0.061
C 0.9455 -2.9429 -0.1812 0.002
C -0.1988 -3.8842 -0.3124 -1.168
N 2.2358 -3.4107 -0.1049 0.022
C 3.0987 -2.3585 0.0001 -1.190
C 4.4827 -2.3203 0.0983 -0.858
C 5.0888 -1.0852 0.1877 -0.670
C 4.3215 0.0830 0.1735 0.109
Cl 5.1406 1.6086 0.2796 -0.251
C 2.9485 0.0675 0.0781 -0.377
C 2.3216 -1.1746 -0.0056 1.506
C -1.4127 2.1073 1.4773 -1.458
C -0.6082 2.6223 0.3327 0.609
C 0.6817 3.0578 0.3417 -0.479
C 1.1456 3.4442 -0.9367 -0.339
C 0.2013 3.2892 -1.8974 -0.479
S -1.2798 2.6827 -1.2658 -0.145
H -2.7747 -0.7414 -2.9121 0.195
H -4.4726 -1.2694 -2.7692 0.330
H -3.7914 -0.1118 -1.5967 0.231
H -3.5815 -3.5375 -0.1826 0.272
H -4.9712 -2.8822 -1.0864 0.421
H -4.8785 -2.2647 1.4045 0.359
H -5.0471 -0.8774 0.3107 0.455
H -2.3770 -1.6989 1.1576 0.204
H 0.3091 0.3676 1.7030 0.522
H -0.6873 -1.0578 1.9585 0.409
H 0.0352 0.2313 -0.7266 -0.131
H -1.0751 -1.1303 -0.5819 -0.422
H 0.0870 -4.7491 -0.9086 0.467
H -0.5217 -4.2428 0.6669 0.266
H -1.0381 -3.3911 -0.7971 0.119
H 2.4983 -4.3809 -0.1445 0.212
H 5.0704 -3.2258 0.1028 0.391
H 6.1617 -1.0097 0.2654 0.421
H 2.3817 0.9847 0.0586 0.426
H -0.8664 2.2842 2.4110 0.353
H -2.3784 2.6210 1.5257 0.453
H 1.2818 3.1128 1.2335 0.434
H 2.1385 3.8113 -1.1248 0.440
H 0.2777 3.4962 -2.9461 0.461
```



No. 6
C19H38FIN3O5 | wB97M-V/def2-TZVPD

- E_HOMO: -11.2 eV
- Largest force on an atom: 1.444 eV/Å
- HOMO-LUMO gap: 0.30739 Ha
- Total charge: +1
- Relative energy (zero: lowest compared OMol25 entry of this formula, charge and spin): 0.00 kJ/mol

Structure (XYZ):
```
67
Properties=species:S:1:pos:R:3:mulliken_charge:R:1
C 1.7177 5.3037 0.3796 -0.808
C 0.4296 5.8000 -0.2795 -0.385
O -0.6555 4.8892 -0.1927 -0.361
C -1.0559 4.5578 1.1204 -0.640
C -1.1603 3.0307 1.3008 -0.523
O -1.4781 2.3923 0.0688 -0.419
C -0.4394 1.7796 -0.6299 0.840
C -0.4361 0.2593 -0.2491 -0.276
C -1.7485 -0.3160 0.2527 0.094
F -2.6494 -0.2436 -0.8230 -0.420
C -1.6264 -1.7633 0.7492 -0.234
C -1.6966 -1.8566 2.2771 -1.493
N 0.0235 -0.6189 -1.3879 0.019
C 0.8647 0.0167 -2.4736 0.020
C 2.3472 0.0931 -2.0583 -1.282
C 2.8574 1.3540 -1.3384 -0.445
C 3.1505 1.1226 0.1529 -0.003
C 4.5363 0.5300 0.3739 -0.731
O 4.9362 0.5998 1.7426 -0.346
C 4.0727 0.0239 2.6089 0.139
O 3.5792 0.6025 3.5441 -0.474
C 0.2025 1.2967 -2.9924 -1.199
N -0.5780 2.0807 -2.0361 -0.406
I -2.4683 2.5070 -2.7073 0.147
H 1.6498 4.2372 0.5880 0.024
H 2.5751 5.4802 -0.2689 0.320
H 1.9057 5.8002 1.3327 0.397
H 0.1414 6.7657 0.1468 0.328
H 0.5840 5.9537 -1.3476 0.368
H -2.0463 4.9850 1.3028 0.395
H -0.3766 4.9859 1.8608 0.356
H -2.0024 2.8179 1.9619 0.429
H -0.2698 2.5989 1.7695 0.333
H 0.5025 2.2078 -0.2751 -0.336
H 0.2787 0.1272 0.5680 -0.090
H -2.1399 0.3011 1.0594 0.593
H -2.4416 -2.3326 0.3017 0.042
H -0.6812 -2.2277 0.4591 0.217
H -2.7241 -1.7899 2.6308 0.361
H -1.2526 -2.7887 2.6146 0.395
H -1.1283 -1.0347 2.7256 0.396
H -0.7974 -1.0519 -1.8184 0.582
H 0.5746 -1.3863 -1.0086 0.508
H 0.8159 -0.6958 -3.2996 0.652
H 2.5808 -0.7817 -1.4382 0.512
H 2.9192 -0.0527 -2.9750 0.268
H 2.1862 2.1999 -1.4735 0.361
H 3.7962 1.6500 -1.8152 0.623
H 3.0863 2.0484 0.7186 0.292
H 2.4206 0.4019 0.5374 -0.181
H 4.5950 -0.5054 0.0124 0.372
H 5.2847 1.1030 -0.1748 0.369
H 3.8593 -1.0292 2.3661 0.416
H -0.4566 1.0124 -3.8132 0.590
H 0.9960 1.9029 -3.4420 0.268
C -2.2015 -5.7831 1.3599 0.102
O -1.3919 -4.8702 1.3040 -0.554
N -3.0103 -6.1570 0.3580 0.105
C -3.9469 -7.2588 0.4970 -0.923
C -2.9419 -5.4476 -0.9068 -0.831
H -2.3257 -6.3951 2.2662 0.288
H -3.7274 -8.0424 -0.2293 0.343
H -4.9703 -6.9142 0.3437 0.345
H -3.8672 -7.6791 1.4965 0.290
H -1.9390 -5.5169 -1.3300 0.300
H -3.1834 -4.3929 -0.7692 0.164
H -3.6546 -5.8869 -1.5988 0.396
```



What are the molecular weight values for these records? In order: 984.67 136.65 135.10 161.07 422.02 534.43 g/mol.